[1]
Formula: C30H34MgN2O4P2S3
Source: the Open Molecules 2025 dataset
Level of theory: the ωB97M-V functional and the def2-TZVPD basis

Each line ends with the Löwdin charge.
Atoms and positions in Å:
1 Mg 0.181 0.291 0.916  0.13
2 O -2.264 2.047 -1.116  -0.08
3 N -2.195 0.773 -0.616  -0.04
4 C -3.364 0.310 -0.461  -0.10
5 C -3.734 -1.057 -0.072  -0.18
6 C -5.113 -1.298 -0.134  -0.04
7 C -5.652 -2.545 0.100  -0.07
8 C -4.811 -3.602 0.407  -0.06
9 C -3.450 -3.381 0.499  -0.09
10 C -2.881 -2.127 0.275  -0.28
11 P -1.053 -2.013 0.540  1.12
12 C -1.007 -2.903 2.145  -0.35
13 C -0.674 -4.240 2.341  -0.09
14 C -0.766 -4.802 3.607  -0.08
15 C -1.187 -4.039 4.685  -0.08
16 C -1.514 -2.703 4.499  -0.07
17 C -1.422 -2.142 3.238  -0.13
18 C -0.426 -3.233 -0.661  -0.34
19 C -1.166 -3.645 -1.767  -0.08
20 C -0.634 -4.563 -2.661  -0.08
21 C 0.641 -5.070 -2.466  -0.08
22 C 1.398 -4.634 -1.387  -0.07
23 C 0.874 -3.711 -0.497  -0.11
24 H -1.346 2.358 -1.118  0.04
25 H -4.201 0.967 -0.700  0.13
26 H -5.771 -0.475 -0.388  0.11
27 H -6.721 -2.699 0.038  0.11
28 H -5.211 -4.594 0.576  0.11
29 H -2.802 -4.209 0.754  0.11
30 H -0.347 -4.848 1.508  0.10
31 H -0.511 -5.845 3.751  0.10
32 H -1.257 -4.480 5.671  0.10
33 H -1.827 -2.091 5.336  0.11
34 H -1.674 -1.095 3.098  0.08
35 H -2.158 -3.248 -1.933  0.10
36 H -1.221 -4.880 -3.514  0.10
37 H 1.047 -5.796 -3.159  0.10
38 H 2.404 -5.009 -1.246  0.11
39 H 1.471 -3.342 0.328  0.10
40 O 1.698 -0.888 0.643  -0.35
41 N 2.811 -0.188 0.478  -0.21
42 C 3.909 -0.510 1.188  -0.03
43 C 5.071 0.204 1.065  -0.06
44 C 5.105 1.290 0.188  -0.07
45 C 3.978 1.614 -0.529  -0.09
46 C 2.794 0.872 -0.388  -0.68
47 S 1.355 1.201 -1.234  0.63
48 H 3.786 -1.351 1.852  0.14
49 H 5.937 -0.076 1.646  0.10
50 H 6.005 1.880 0.075  0.11
51 H 3.952 2.449 -1.212  0.10
52 C 0.986 5.198 3.310  -0.06
53 C 1.394 4.033 4.199  -0.44
54 C 2.685 3.382 3.728  -0.07
55 O 0.319 3.080 4.375  -0.31
56 P -0.190 1.891 3.416  -0.09
57 S 0.999 0.312 3.455  0.39
58 S -0.653 2.572 1.600  0.38
59 O -1.474 1.414 4.245  -0.33
60 C -2.694 2.078 4.659  -0.43
61 C -2.425 3.062 5.786  -0.05
62 C -3.471 2.728 3.524  -0.07
63 H 1.743 5.982 3.359  0.08
64 H 0.032 5.610 3.641  0.08
65 H 0.882 4.874 2.277  0.04
66 H 1.539 4.408 5.215  0.14
67 H 2.576 3.011 2.707  0.07
68 H 2.953 2.547 4.374  0.07
69 H 3.489 4.120 3.748  0.08
70 H -3.280 1.243 5.050  0.14
71 H -1.808 3.884 5.427  0.07
72 H -1.909 2.575 6.613  0.09
73 H -3.374 3.461 6.146  0.08
74 H -2.986 3.648 3.202  0.07
75 H -4.477 2.965 3.873  0.08
76 H -3.543 2.058 2.668  0.07

Summary:
- Lowest unoccupied orbital energy: 0.1 eV
- ΔE to the lowest compared entry with this formula, charge and spin: 46.4 kJ/mol
- Net charge: 0
- Gap between HOMO and LUMO: 7.7 eV

[2]
Formula: C30H34NO7S2Y
Source: the Open Molecules 2025 dataset
Level of theory: the ωB97M-V functional and the def2-TZVPD basis

Each line ends with the Löwdin charge.
Atoms and positions in Å:
1 C -0.346 -0.153 -4.724  -0.24
2 C 0.072 0.621 -3.447  -0.07
3 C -0.291 -1.652 -4.373  -0.04
4 C 0.429 -1.789 -2.986  -0.20
5 H 0.259 -2.178 -5.165  0.12
6 H -1.302 -2.087 -4.356  0.12
7 C 1.057 -0.287 -2.740  -0.18
8 H -0.844 0.746 -2.842  0.12
9 H 0.496 1.607 -3.699  0.13
10 C 1.739 0.312 -1.456  -0.27
11 H 1.926 -0.336 -3.428  0.13
12 H 1.328 -2.416 -3.143  0.14
13 C -0.423 -2.529 -2.066  -0.31
14 C -1.691 0.335 -5.256  -0.41
15 C 0.541 0.122 -5.940  -0.45
16 O 0.913 -0.708 -6.754  0.10
17 O -2.601 0.725 -4.537  0.12
18 O -1.768 0.332 -6.600  -0.03
19 O 0.882 1.415 -6.048  -0.02
20 C 1.597 1.689 -7.256  -0.05
21 H 1.774 2.766 -7.248  0.09
22 H 0.990 1.406 -8.121  0.10
23 H 2.541 1.141 -7.282  0.09
24 C -3.018 0.819 -7.087  -0.04
25 H -3.853 0.251 -6.665  0.10
26 H -2.973 0.696 -8.167  0.09
27 H -3.132 1.879 -6.825  0.10
28 O 1.079 0.516 -0.237  -0.41
29 H 2.104 1.311 -1.756  0.11
30 H 2.657 -0.288 -1.255  0.11
31 C 0.221 -3.470 -1.140  -0.07
32 C -1.853 -2.240 -1.922  -0.07
33 H -2.466 -2.947 -2.512  0.08
34 H -2.157 -1.223 -2.211  0.08
35 H -2.157 -2.414 -0.882  0.08
36 H -0.399 -3.607 -0.246  0.08
37 H 1.224 -3.131 -0.828  0.09
38 H 0.336 -4.467 -1.601  0.08
39 Y 0.470 0.354 1.658  1.28
40 C 2.239 0.554 3.781  -0.22
41 C 3.089 0.101 2.732  -0.19
42 C 3.084 1.100 1.709  -0.22
43 H 3.679 -0.819 2.746  0.09
44 C 2.241 2.170 2.133  -0.24
45 C 1.695 1.824 3.411  -0.21
46 H 1.045 2.440 4.033  0.10
47 H 2.106 0.067 4.743  0.07
48 H 3.698 1.077 0.809  0.08
49 H 2.117 3.132 1.629  0.09
50 C -2.156 0.582 2.268  -0.21
51 C -1.470 1.787 2.603  -0.22
52 C -1.060 2.406 1.381  -0.23
53 H -1.389 2.215 3.601  0.07
54 C -1.501 1.575 0.301  -0.22
55 C -2.183 0.442 0.852  -0.18
56 H -2.731 -0.317 0.297  0.07
57 H -2.632 -0.091 2.977  0.07
58 H -0.585 3.381 1.287  0.09
59 H -1.437 1.815 -0.761  0.08
60 O -3.340 -0.070 6.631  -0.36
61 S -2.116 0.394 6.028  0.61
62 O -1.983 1.805 5.719  -0.36
63 N -1.674 -0.529 4.732  -0.19
64 C -0.497 -1.140 4.827  -0.85
65 S 0.189 -1.870 3.452  0.47
66 C 0.084 -1.002 6.167  -0.27
67 C 1.316 -1.421 6.676  -0.09
68 C 1.764 -0.933 7.908  -0.14
69 C 0.973 -0.044 8.654  -0.16
70 C -0.282 0.354 8.173  -0.09
71 C -0.696 -0.131 6.939  -0.26
72 H 1.913 -2.112 6.079  0.09
73 H 2.744 -1.231 8.290  0.08
74 H 1.333 0.347 9.609  0.07
75 H -0.936 1.025 8.727  0.10

Summary:
- Lowest unoccupied orbital energy (spin up / spin down): 3.4 / 3.4 eV
- Net charge: -2
- Gap between HOMO and LUMO (spin up / spin down): 4.8 / 2.2 eV

Asked for calculated total energy across the records above, the calculation gives -3651.5592; -2579.7245 Ha in order.